ORCA calculation (the ωB97M-V functional and the def2-TZVPD basis) on C5H4NO as an isolated structure in a non-equilibrium geometry.

Output
LUMO energy = -5.72 eV
E_HOMO = -14.26 eV
Net charge = +1
Energy above the lowest of the compared OMol25 structures with the same formula, charge and spin = 38.2 kcal per mole
HOMO-LUMO gap = 8.5 eV

Cartesian coordinates (Å):
C 0.294 0.607 0.135
C 0.216 -0.766 0.097
C -0.744 1.506 -0.099
C -1.020 -1.340 -0.011
C -2.038 1.120 0.092
N -2.167 -1.522 -0.247
O -3.169 1.026 0.217
H 1.292 0.954 0.187
H 1.115 -1.351 0.186
H -0.488 2.547 -0.243
H -1.688 -2.299 0.481

These are the Mulliken partial charges, in e, on atoms 1 to 2: C 0.079; C -0.685

=====

ORCA calculation (the ωB97M-V functional and the def2-TZVPD basis) on C31H28As2FeNO6P2S5 as an isolated structure.

Output
2S+1 = 6
LUMO energy (spin up / spin down) = 3.98 / 3.89 eV
E_HOMO (spin up / spin down) = -2.50 / -2.43 eV
Net charge = -2
Energy above the lowest of the compared OMol25 structures with the same formula, charge and spin = 16.7 kcal per mole
HOMO-LUMO gap (spin up / spin down) = 6.5 / 6.3 eV

Cartesian coordinates (Å):
Fe -0.856 0.183 0.586
S -5.388 0.663 -0.484
As -3.542 -0.332 -0.896
S -1.842 0.793 -1.571
S -2.740 -1.544 0.701
S -4.640 -1.405 -2.409
O -2.373 1.433 2.065
As -1.108 1.366 3.318
O -1.719 0.935 4.770
O -0.039 0.368 2.490
C -0.436 3.195 3.510
C -0.345 3.566 4.854
C 0.153 4.807 5.227
C 0.569 5.697 4.249
C 0.474 5.340 2.912
C -0.026 4.105 2.533
S -0.146 3.789 0.763
O 0.937 4.564 0.174
O -1.473 4.217 0.392
O 0.101 2.350 0.685
H -3.225 1.159 2.427
H -0.685 2.856 5.597
H 0.217 5.069 6.276
H 0.968 6.667 4.521
H 0.802 6.015 2.132
C 3.305 -2.061 -1.236
N 2.340 -1.481 -0.314
P 2.039 0.195 -0.136
C 3.593 0.844 0.532
C 3.640 0.989 1.917
C 4.804 1.430 2.530
C 5.918 1.741 1.764
C 5.870 1.618 0.382
C 4.709 1.172 -0.233
C 1.921 0.873 -1.813
C 1.590 0.086 -2.913
C 1.299 0.675 -4.135
C 1.319 2.054 -4.264
C 1.606 2.847 -3.160
C 1.900 2.264 -1.939
P 0.838 -2.152 0.216
C 0.802 -3.883 -0.357
C 1.820 -4.814 -0.148
C 1.664 -6.122 -0.570
C 0.481 -6.517 -1.187
C -0.540 -5.602 -1.384
C -0.379 -4.281 -0.977
C 1.200 -2.454 1.991
C 2.473 -2.315 2.530
C 2.684 -2.513 3.889
C 1.621 -2.843 4.716
C 0.347 -2.978 4.181
C 0.137 -2.784 2.827
H 3.639 -1.310 -1.953
H 2.875 -2.892 -1.798
H 4.188 -2.437 -0.704
H 2.750 0.773 2.500
H 4.830 1.548 3.606
H 6.823 2.096 2.243
H 6.734 1.876 -0.219
H 4.660 1.091 -1.312
H 1.515 -0.989 -2.811
H 1.022 0.052 -4.976
H 1.068 2.516 -5.211
H 1.562 3.927 -3.234
H 2.044 2.899 -1.072
H 2.726 -4.514 0.366
H 2.457 -6.843 -0.407
H 0.358 -7.545 -1.507
H -1.467 -5.906 -1.853
H -1.176 -3.558 -1.119
H 3.296 -2.021 1.889
H 3.679 -2.386 4.301
H 1.779 -2.970 5.780
H -0.495 -3.194 4.826
H -0.868 -2.847 2.426

These are the Mulliken partial charges, in e, on atoms 1 to 2: Fe 1.120; S -0.466

=====

ORCA calculation (the ωB97M-V functional and the def2-TZVPD basis) on a 2-piece molecular cluster, C3H10NO3 overall in a non-equilibrium geometry.

Output
2S+1 = 2
LUMO energy (spin up / spin down) = -8.97 / -14.09 eV
E_HOMO (spin up / spin down) = -20.12 / -20.12 eV
Net charge = +2
Energy above the lowest of the compared OMol25 structures with the same formula, charge and spin = 0.0 kcal per mole
HOMO-LUMO gap (spin up / spin down) = 11.1 / 6.0 eV

Cartesian coordinates (Å):
C -0.499 0.915 -0.743
C -0.841 0.059 0.460
C -1.398 -1.319 0.290
O -2.174 -1.715 1.232
O -1.048 -2.097 -0.621
N 0.798 0.489 -1.387
H -1.267 0.736 -1.479
H -0.409 1.968 -0.494
H -1.522 0.708 1.016
H -0.001 0.028 1.188
H -2.454 -2.655 1.144
H 1.509 0.384 -0.633
H 1.103 1.113 -2.147
H 0.692 -0.393 -1.891
H 2.810 -0.100 1.147
H 2.588 1.314 1.662
O 2.114 0.565 1.256

These are the Mulliken partial charges, in e, on atoms 1 to 2: C -0.740; C -0.407

=====

ORCA calculation (the ωB97M-V functional and the def2-TZVPD basis) on CH2FLiOSm as an isolated structure in a non-equilibrium geometry.

Output
2S+1 = 8
LUMO energy (spin up / spin down) = -4.47 / -5.97 eV
E_HOMO (spin up / spin down) = -11.23 / -12.55 eV
Net charge = +1
HOMO-LUMO gap (spin up / spin down) = 6.8 / 6.6 eV

Cartesian coordinates (Å):
C -0.440 -0.731 -0.107
O 0.174 1.759 0.656
Sm -1.084 1.537 -0.980
Li 1.844 0.885 0.329
F 1.018 -0.801 0.151
H -0.545 -1.551 -0.833
H -0.967 -1.099 0.785

These are the Mulliken partial charges, in e, on atoms 1 to 2: C -0.655; O -0.822

=====

ORCA calculation (the ωB97M-V functional and the def2-TZVPD basis) on C14H30As3IN2O4SSe4Ti as an isolated structure in a non-equilibrium geometry.

Output
2S+1 = 3
LUMO energy (spin up / spin down) = 3.57 / 3.57 eV
E_HOMO (spin up / spin down) = -0.87 / -0.93 eV
Net charge = -2
Energy above the lowest of the compared OMol25 structures with the same formula, charge and spin = 7.9 kcal per mole
HOMO-LUMO gap (spin up / spin down) = 4.4 / 4.5 eV

Cartesian coordinates (Å):
Ti -2.991 0.166 0.419
Se -4.325 0.457 2.726
Se -6.346 -0.058 1.842
Se -6.429 -2.017 0.749
Se -2.011 -1.875 1.347
C 1.823 1.999 3.530
As 0.356 1.046 2.577
C -0.348 0.238 4.217
C 1.378 -0.549 2.050
C 2.015 -0.567 0.645
C 2.805 -1.880 0.562
C 0.987 -0.599 -0.517
As -0.652 0.515 -0.815
C 0.186 2.246 -1.200
C -0.751 -0.090 -2.683
C 2.920 0.682 0.539
As 4.303 1.020 -0.829
C 3.815 0.011 -2.444
C 5.683 -0.237 -0.190
H 2.500 1.299 4.029
H 1.352 2.634 4.284
H 2.389 2.638 2.851
H 0.457 -0.227 4.790
H -1.079 -0.521 3.937
H -0.841 0.997 4.824
H 0.664 -1.375 2.120
H 2.165 -0.707 2.798
H 2.134 -2.713 0.788
H 3.627 -1.893 1.288
H 3.218 -2.044 -0.437
H 0.532 -1.592 -0.516
H 1.548 -0.482 -1.444
H 1.166 2.120 -1.657
H 0.264 2.831 -0.287
H -0.483 2.766 -1.881
H 0.147 0.188 -3.239
H -1.618 0.388 -3.137
H -0.876 -1.172 -2.714
H 3.491 0.787 1.469
H 2.265 1.552 0.492
H 3.002 0.516 -2.965
H 3.520 -1.017 -2.239
H 4.691 0.006 -3.094
H 5.839 -0.072 0.877
H 6.625 -0.052 -0.707
H 5.387 -1.275 -0.347
O -4.590 1.393 -0.150
S -3.529 2.445 -0.316
O -2.811 2.097 -1.564
O -2.593 2.113 0.827
O -4.022 3.798 -0.280
I -5.509 -1.656 -4.930
C -4.529 -1.660 -3.106
C -4.043 -2.755 -2.429
N -3.477 -2.275 -1.325
N -3.585 -0.969 -1.218
C -4.226 -0.554 -2.308
H -4.065 -3.809 -2.657
H -3.079 -2.742 -0.492
H -4.447 0.485 -2.461

These are the Mulliken partial charges, in e, on atoms 1 to 2: Ti 0.768; Se -0.433

=====

ORCA calculation (the ωB97M-V functional and the def2-TZVPD basis) on C2H3N3O2 as an isolated structure.

Output
LUMO energy = 0.70 eV
E_HOMO = -9.45 eV
Net charge = 0
Energy above the lowest of the compared OMol25 structures with the same formula, charge and spin = 31.1 kcal per mole
HOMO-LUMO gap = 10.2 eV

Cartesian coordinates (Å):
N -1.981 -0.065 0.180
C -0.637 -0.301 0.187
N -0.060 -1.393 0.629
O 1.328 -1.080 0.479
C 1.350 0.127 -0.035
O 2.488 0.738 -0.300
N 0.201 0.679 -0.255
H -2.260 0.587 -0.540
H -2.574 -0.872 0.292
H 2.144 1.582 -0.636

These are the Mulliken partial charges, in e, on atoms 1 to 2: N -0.428; C 0.370

=====

ORCA calculation (the ωB97M-V functional and the def2-TZVPD basis) on a 2-piece molecular cluster, C13H27BNO6 overall in a non-equilibrium geometry.

Output
LUMO energy = -5.71 eV
E_HOMO = -11.17 eV
Net charge = +1
HOMO-LUMO gap = 5.5 eV

Cartesian coordinates (Å):
C 5.076 0.573 0.258
C 3.920 0.263 -0.675
C 2.476 1.073 -0.616
C 1.431 0.500 0.512
N 1.301 -1.005 0.608
C 2.249 -1.616 1.616
C 1.584 -1.730 3.126
O 1.659 1.285 1.765
C 0.938 2.591 1.607
O 0.894 3.649 2.426
O 0.275 2.537 0.262
C -0.108 1.086 0.220
C -0.661 0.498 -1.243
O -2.101 0.717 -1.451
C -2.872 -0.538 -1.321
C -2.724 -1.560 -2.597
B -1.188 1.041 1.497
O -1.027 0.211 2.706
C -2.540 2.029 1.457
C -3.903 1.194 1.821
H 5.057 1.462 1.036
H 6.054 -0.098 0.236
H 4.071 -0.585 -1.500
H 2.760 2.219 -0.472
H 2.039 1.008 -1.725
H 1.635 -1.358 -0.335
H 3.292 -1.089 1.683
H 2.452 -2.740 1.276
H 2.000 -2.685 3.709
H 1.822 -0.718 3.670
H 0.436 -1.936 2.964
H -0.107 1.105 -2.109
H -0.369 -0.628 -1.401
H -4.018 -0.209 -1.279
H -2.577 -1.101 -0.328
H -2.778 -1.040 -3.651
H -1.634 -2.041 -2.524
H -3.465 -2.490 -2.529
H -1.655 -0.573 2.716
H -2.550 2.552 0.399
H -2.343 2.870 2.261
H -3.925 0.199 1.160
H -4.850 1.871 1.594
H -3.828 0.907 2.971
O -0.657 -1.908 -4.755
H 0.297 -2.079 -4.552
H -1.061 -2.662 -5.256
H -0.777 -1.049 -5.235

These are the Mulliken partial charges, in e, on atoms 1 to 2: C -0.714; C -0.219

=====

ORCA calculation (the ωB97M-V functional and the def2-TZVPD basis) on C21H28BiClN3O3 as an isolated structure in a non-equilibrium geometry.

Output
LUMO energy (spin up / spin down) = 2.83 / 2.83 eV
E_HOMO (spin up / spin down) = -0.63 / -0.63 eV
Net charge = -1
Energy above the lowest of the compared OMol25 structures with the same formula, charge and spin = 135.9 kcal per mole
HOMO-LUMO gap (spin up / spin down) = 3.5 / 3.5 eV

Cartesian coordinates (Å):
Bi 0.030 -0.006 0.285
Cl -1.738 0.268 2.140
N 0.106 2.073 0.339
N -0.021 -2.068 0.614
C -0.859 2.863 -0.159
C -0.828 -2.909 -0.053
C 1.107 2.876 1.047
C 0.349 4.184 1.188
C 2.316 3.008 0.139
C 1.462 2.244 2.360
H 2.025 3.049 -0.915
H 2.990 2.157 0.266
H 2.856 3.931 0.384
H 0.645 2.331 3.084
H 2.358 2.713 2.778
H 1.688 1.178 2.237
C 0.816 -2.817 1.562
C 0.617 -4.226 1.050
C 0.240 -2.640 2.949
C 2.254 -2.355 1.492
H 2.630 -2.365 0.466
H 2.873 -3.021 2.109
H 2.366 -1.341 1.876
H -0.812 -2.921 2.995
H 0.302 -1.600 3.280
H 0.808 -3.239 3.664
O -0.591 -4.159 0.222
H 0.448 -4.964 1.837
H 1.435 -4.563 0.400
O -0.707 4.109 0.172
H 0.952 5.069 0.989
H -0.148 4.281 2.164
C -1.983 2.421 -0.971
C -1.905 -2.538 -0.957
C -1.650 -1.285 -1.736
H -2.814 -2.432 -0.348
H -2.068 -3.400 -1.614
C -2.019 -0.061 -1.138
C -1.698 1.171 -1.746
H -2.649 -0.068 -0.254
C -1.030 1.171 -2.956
C -0.703 -0.046 -3.539
C -0.579 2.455 -3.590
C -0.978 -1.268 -2.944
H -0.153 -0.039 -4.479
C -0.460 -2.537 -3.559
H -0.040 -2.345 -4.550
H -1.236 -3.298 -3.669
H 0.339 -2.965 -2.945
H -1.384 3.189 -3.666
H -0.195 2.278 -4.599
H 0.230 2.915 -3.012
H -2.246 3.262 -1.622
H -2.832 2.271 -0.290
O -0.005 0.007 4.915
C 0.033 -0.006 3.796
N 0.056 0.009 2.514

These are the Mulliken partial charges, in e, on atoms 1 to 2: Bi 0.698; Cl -0.701

=====

ORCA calculation (the ωB97M-V functional and the def2-TZVPD basis) on C33H44BFeN4O6S as an isolated structure in a non-equilibrium geometry.

Output
2S+1 = 5
LUMO energy (spin up / spin down) = 2.02 / 2.02 eV
E_HOMO (spin up / spin down) = -2.54 / -5.76 eV
Net charge = -1
Energy above the lowest of the compared OMol25 structures with the same formula, charge and spin = 20.4 kcal per mole
HOMO-LUMO gap (spin up / spin down) = 4.6 / 7.8 eV

Cartesian coordinates (Å):
Fe -0.233 0.117 0.180
O 2.238 -2.498 1.000
S 1.223 -1.556 0.629
O 1.670 -0.104 0.735
O 0.758 -1.645 -0.779
O -0.009 -1.586 1.467
O -3.650 4.127 1.117
C -4.650 3.331 0.528
N -4.991 2.202 1.351
C -5.381 0.961 0.740
O -6.510 0.507 0.991
C -4.387 0.282 -0.018
C -4.669 -0.980 -0.661
C -3.648 -1.680 -1.235
C -2.343 -1.173 -1.218
N -2.069 0.014 -0.618
C -3.044 0.698 -0.070
H -2.930 3.550 1.396
H -4.318 2.956 -0.450
H -5.494 4.021 0.377
H -5.680 2.443 2.055
H -5.687 -1.339 -0.657
H -3.825 -2.637 -1.710
H -1.495 -1.708 -1.606
H -2.738 1.624 0.394
C -2.180 2.694 3.991
C -1.479 1.716 3.040
C -2.169 0.352 3.061
C -0.011 1.609 3.374
C 0.347 1.080 4.603
C 1.672 1.008 4.978
C 2.641 1.480 4.120
C 2.331 2.027 2.878
C 3.548 2.512 2.106
C 3.960 3.915 2.582
C 3.480 2.431 0.584
C 0.983 2.077 2.500
N 0.585 2.637 1.265
B -0.050 2.061 0.134
N -0.180 3.130 -0.817
C 0.389 4.261 -0.239
C 0.832 3.966 0.996
C -0.784 3.192 -2.096
C -0.543 2.165 -3.034
C -1.139 2.228 -4.285
C -1.956 3.282 -4.640
C -2.176 4.292 -3.734
C -1.612 4.271 -2.462
C -1.933 5.462 -1.578
C -3.424 5.814 -1.590
C -1.139 6.684 -2.060
C 0.388 1.021 -2.728
C 1.847 1.475 -2.798
C 0.174 -0.223 -3.587
H -3.226 2.800 3.710
H -1.704 3.674 3.963
H -2.137 2.322 5.013
H -1.562 2.106 2.025
H -2.241 -0.030 4.076
H -1.600 -0.355 2.459
H -3.175 0.435 2.657
H -0.417 0.710 5.268
H 1.949 0.583 5.931
H 3.678 1.418 4.421
H 4.353 1.834 2.413
H 3.291 4.676 2.190
H 4.968 4.150 2.241
H 3.941 3.971 3.670
H 2.962 3.279 0.148
H 2.967 1.513 0.314
H 4.490 2.412 0.180
H 0.518 5.179 -0.770
H 1.279 4.607 1.729
H -0.958 1.444 -5.000
H -2.408 3.318 -5.622
H -2.809 5.118 -4.018
H -1.669 5.234 -0.544
H -3.699 6.368 -2.485
H -3.660 6.432 -0.726
H -4.028 4.916 -1.539
H -1.454 6.953 -3.066
H -0.069 6.490 -2.098
H -1.311 7.535 -1.403
H 0.204 0.706 -1.686
H 2.122 1.728 -3.822
H 2.483 0.669 -2.442
H 2.010 2.341 -2.164
H 0.596 -0.112 -4.586
H -0.885 -0.454 -3.666
H 0.662 -1.056 -3.088

These are the Mulliken partial charges, in e, on atoms 1 to 2: Fe -0.204; O -0.722

=====

ORCA calculation (the ωB97M-V functional and the def2-TZVPD basis) on C17H14AlBrClO2 as an isolated structure in a non-equilibrium geometry.

Output
LUMO energy = 2.73 eV
E_HOMO = -3.69 eV
Net charge = -1
Energy above the lowest of the compared OMol25 structures with the same formula, charge and spin = 8.6 kcal per mole
HOMO-LUMO gap = 6.4 eV

Cartesian coordinates (Å):
C 1.555 1.181 0.782
C 0.386 1.943 0.620
C 0.009 1.903 -0.801
H -0.160 2.484 1.398
C 1.007 1.061 -1.447
C 1.943 0.661 -0.487
H 2.854 0.086 -0.675
H 2.087 1.018 1.719
H -0.535 2.701 -1.317
H 1.032 0.823 -2.516
Al -1.602 0.472 -0.476
Cl -1.335 -0.269 1.541
C -3.605 -0.073 -0.560
C -3.210 0.401 -1.855
C -2.880 1.799 -1.737
H -3.339 -0.136 -2.794
C -3.089 2.190 -0.374
C -3.513 1.039 0.362
H -3.850 1.045 1.393
H -4.004 -1.061 -0.339
H -2.673 2.472 -2.575
H -3.036 3.211 0.011
Br -2.635 -3.280 -2.675
C -0.801 -3.624 -3.045
C -0.423 -4.715 -3.846
C 0.929 -5.031 -4.014
C 1.912 -4.255 -3.384
C 1.540 -3.190 -2.573
C 0.187 -2.845 -2.417
C -0.167 -1.886 -1.302
O 0.311 -2.180 -0.212
O -0.896 -0.844 -1.615
H -1.195 -5.318 -4.327
H 1.218 -5.892 -4.620
H 2.970 -4.488 -3.507
H 2.280 -2.636 -2.002

These are the Mulliken partial charges, in e, on atoms 1 to 2: C -0.595; C -1.042

=====

ORCA calculation (the ωB97M-V functional and the def2-TZVPD basis) on a 2-piece molecular cluster, C2H5N3S overall in a non-equilibrium geometry.

Output
LUMO energy = -11.40 eV
E_HOMO = -19.04 eV
Net charge = +2
Energy above the lowest of the compared OMol25 structures with the same formula, charge and spin = 38.3 kcal per mole
HOMO-LUMO gap = 7.6 eV

Cartesian coordinates (Å):
C -2.429 -1.369 0.208
C 1.446 0.457 -0.076
N -3.464 -1.377 -0.168
N 0.620 -0.338 -0.584
N 2.723 0.054 0.404
S 3.365 -1.317 0.164
H -1.363 -1.357 0.557
H 1.331 1.476 -0.117
H -4.458 -1.444 -0.475
H -0.150 0.240 -0.939
H 3.279 0.785 0.925

These are the Mulliken partial charges, in e, on atoms 1 to 2: C -0.031; C 0.080

=====

ORCA calculation (the ωB97M-V functional and the def2-TZVPD basis) on one molecule with the formula C4H6N2 in a non-equilibrium geometry.

Output
Structure (SMILES) = Cc1ccn[nH]1
LUMO energy = 0.95 eV
E_HOMO = -7.81 eV
Net charge = 0
Energy above the lowest of the compared OMol25 structures with the same formula, charge and spin = 80.9 kcal per mole
HOMO-LUMO gap = 8.8 eV

Cartesian coordinates (Å):
C 1.357 0.860 -0.097
C 0.087 0.173 0.193
C -1.138 0.402 -0.435
C -1.570 -0.921 -0.491
N -0.875 -1.804 0.644
N 0.091 -0.948 0.944
H 2.190 0.322 0.360
H 1.560 0.898 -1.178
H 1.288 1.873 0.277
H -1.506 1.421 -0.700
H -2.130 -1.379 -1.321
H 0.645 -0.896 1.804

These are the Mulliken partial charges, in e, on atoms 1 to 2: C -1.106; C 0.400

=====

Q: net charge of number 2 (C31H28As2FeNO6P2S5)?
A: -2

=====

Q: Number 6 is which compound?
A: C2H3N3O2